Formula: C3H4O3Rh
Source: the OMol25 dataset
Level of theory: ωB97M-V/def2-TZVPD

XYZ file:
```
11
Properties=species:S:1:pos:R:3:forces:R:3:nbo_charge:R:1
C -2.252989 1.110642 -0.037790 -0.765 0.167 -0.635 -0.492
C -2.260762 -0.263154 0.264025 2.891 -1.794 2.197 0.573
O -1.193201 -1.015858 0.402665 -1.949 0.205 0.185 -0.330
C 0.122531 -0.606155 0.362265 -1.422 -1.210 -2.708 0.973
O 0.396341 0.635400 0.370749 -2.631 1.435 0.723 -0.594
O 0.959662 -1.449909 0.039808 -0.606 0.274 1.336 -0.471
H -2.366981 1.277998 -1.116851 0.231 0.590 -0.673 0.399
H -3.137227 -0.740682 0.711923 -0.780 -0.561 -0.645 0.356
H -3.056362 1.613945 0.522963 0.509 0.829 0.332 0.387
Rh 2.400374 0.033171 0.268968 4.006 0.330 -0.332 1.725
H -0.929947 1.401448 0.108195 0.517 -0.267 0.219 0.474
```
Positions in Å, forces in eV/Å.

Properties
ΔE to the lowest compared entry with this formula, charge and spin = 36.63 kcal/mol
Calculated total energy = -12281.0457 eV
Orbital gap (alpha / beta) = 10.09 / 6.82 eV
Multiplicity = 5
Max |F| = 4.050 eV/A
Net charge = +3
E_HOMO (alpha / beta) = -26.606 / -27.429 eV